--- P ---
Here is C14H9ClNO6Rh as an isolated structure from OMol25. Energies are from ωB97M-V with the def2-TZVPD basis set.

```
32
Properties=species:S:1:pos:R:3:mulliken_charge:R:1
Rh -0.03 0.46 -0.75 0.878
O 0.44 -3.65 -1.33 -0.391
C 0.34 -2.35 -1.30 0.527
O -0.03 -1.70 -0.33 -0.605
C 0.73 -1.66 -2.57 0.230
C 1.17 -2.23 -3.75 -0.339
C 1.47 -1.38 -4.81 -0.675
C 1.32 0.00 -4.66 -0.529
C 0.88 0.49 -3.45 0.867
N 0.60 -0.34 -2.44 -0.246
C 0.64 1.92 -3.05 0.594
O 0.83 2.91 -3.85 -0.409
O 0.24 2.16 -1.90 -0.599
H 0.18 -4.04 -0.47 0.410
H 1.27 -3.30 -3.83 0.541
H 1.81 -1.79 -5.75 0.462
H 1.55 0.65 -5.49 0.237
H 1.15 2.67 -4.74 0.307
Cl -2.13 1.85 6.82 -0.010
C -1.52 1.11 5.44 0.568
C -1.04 -0.23 5.51 -0.641
C -0.55 -0.83 4.41 -0.378
C -0.51 -0.14 3.12 0.414
O -0.04 -0.68 2.12 -0.336
C -1.02 1.24 3.08 0.903
C -1.03 2.03 1.88 -0.263
O -0.68 1.70 0.75 -0.481
C -1.51 1.82 4.23 -0.885
H -1.08 -0.74 6.47 0.454
H -0.17 -1.84 4.43 0.494
H -1.38 3.06 2.00 0.446
H -1.88 2.84 4.22 0.455
```

Values from the calculation:
Kohn-Sham gap (alpha / beta) in eV: 3.769 / 3.872
Total charge: +2


--- Q ---
Here is C14H9ClNO6Rh as an isolated structure from OMol25. Energies are from ωB97M-V with the def2-TZVPD basis set.

```
32
Properties=species:S:1:pos:R:3:mulliken_charge:R:1
Rh 0.28 -0.66 0.03 1.057
O -2.56 -0.68 -3.11 -0.399
C -1.67 -0.79 -2.17 0.419
O -1.31 0.10 -1.41 -0.264
C -1.06 -2.16 -2.06 0.107
C -1.36 -3.26 -2.84 -0.385
C -0.68 -4.45 -2.58 -0.723
C 0.26 -4.50 -1.56 -0.525
C 0.50 -3.35 -0.82 0.863
N -0.16 -2.21 -1.08 -0.389
C 1.47 -3.16 0.31 0.534
O 2.22 -4.13 0.75 -0.413
O 1.54 -2.06 0.85 -0.581
H -2.92 0.23 -3.13 0.414
H -2.10 -3.19 -3.63 0.543
H -0.89 -5.33 -3.17 0.461
H 0.79 -5.42 -1.36 0.238
H 2.11 -4.97 0.28 0.304
Cl 0.83 6.38 3.55 0.004
C 0.45 5.08 2.59 0.615
C -0.53 5.24 1.57 -0.705
C -0.85 4.18 0.79 -0.401
C -0.19 2.88 0.97 0.225
O -0.46 1.92 0.28 -0.094
C 0.82 2.77 2.04 0.867
C 1.52 1.49 2.28 -0.466
O 1.33 0.47 1.65 -0.404
C 1.12 3.84 2.82 -0.807
H -1.00 6.20 1.45 0.464
H -1.59 4.25 0.00 0.499
H 2.25 1.49 3.10 0.456
H 1.86 3.79 3.61 0.482
```

Values from the calculation:
Kohn-Sham gap (alpha / beta) in eV: 3.881 / 3.905
Total charge: +2


Energies relative to the most stable structure are P 0.0000; Q 0.0065, reported in hartree.


--- P ---
Here is the molecule C5H7FS from OMol25. Energies are from ωB97M-V with the def2-TZVPD basis set.

```
14
Properties=species:S:1:pos:R:3:mulliken_charge:R:1
F -0.62 -0.26 -2.22 -0.311
C -0.42 0.45 -1.05 -0.116
C 0.78 -0.09 -0.28 -0.185
C 0.94 0.85 0.93 -0.725
S -0.83 0.99 1.48 -0.211
C -1.23 -0.14 0.13 -0.107
C -0.14 -1.23 0.19 -0.812
H -0.53 1.55 -1.30 0.331
H 1.74 -0.33 -0.85 0.371
H 1.48 0.38 1.74 0.368
H 1.33 1.85 0.67 0.365
H -2.31 -0.37 -0.03 0.407
H -0.26 -1.97 -0.56 0.318
H 0.07 -1.69 1.16 0.308
```

Values from the calculation:
SMILES: F[C@@H]1[C@H]2CS[C@@H]1C2
Kohn-Sham gap in eV: 9.630


--- Q ---
Here is the molecule C5H7FS from OMol25. Energies are from ωB97M-V with the def2-TZVPD basis set.

```
14
Properties=species:S:1:pos:R:3:mulliken_charge:R:1
F 0.61 -3.31 0.61 -0.247
C -0.26 -2.35 0.27 0.032
C -0.39 -1.32 1.05 -0.501
S -1.62 -0.09 0.65 -0.176
C -0.69 1.20 -0.12 -0.021
C 0.78 1.51 0.13 -0.493
C 0.30 1.03 -1.23 -0.481
H -0.89 -2.64 -0.58 0.349
H 0.33 -1.15 1.89 0.392
H -1.37 2.06 -0.22 0.289
H 1.05 2.54 0.28 0.247
H 1.26 0.82 0.83 0.167
H 0.59 0.01 -1.47 0.193
H 0.31 1.71 -2.08 0.251
```

Values from the calculation:
SMILES: F/C=C/SC1CC1
Kohn-Sham gap in eV: 9.569


Energies relative to the most stable structure are P 0.0000; Q 0.0324, reported in hartree.


--- P ---
Here is the molecule C4H9NOS from OMol25. Energies are from ωB97M-V with the def2-TZVPD basis set.

```
16
Properties=species:S:1:pos:R:3:mulliken_charge:R:1
C -0.33 -0.30 -0.91 -1.026
C 1.18 -0.37 -1.11 -0.572
C -0.59 0.76 1.48 -1.192
C -0.99 0.76 0.08 0.628
N 1.18 -2.25 0.52 -0.519
O -0.79 2.02 -0.54 -0.546
S 1.92 -0.86 0.48 0.120
H -0.84 -0.07 -1.92 0.347
H -0.57 -1.35 -0.65 0.543
H 1.23 -1.19 -1.79 0.362
H 1.59 0.61 -1.33 0.404
H 0.09 1.58 1.74 0.355
H -1.16 0.33 2.29 0.307
H -2.05 0.38 0.06 0.183
H 1.40 -2.64 1.53 0.245
H -1.28 2.58 0.08 0.359
```

Values from the calculation:
Kohn-Sham gap (alpha / beta) in eV: 7.810 / 8.126


--- Q ---
Here is the molecule C4H9NOS from OMol25. Energies are from ωB97M-V with the def2-TZVPD basis set.

```
16
Properties=species:S:1:pos:R:3:mulliken_charge:R:1
N -2.45 -1.36 0.81 -0.416
C -1.67 -0.48 0.00 0.506
O -1.66 -0.35 -1.21 -0.563
C -0.77 0.45 0.86 -0.609
C 0.67 -0.17 1.25 -0.530
C 1.63 -0.28 0.02 -0.604
S 2.01 1.12 -0.96 -0.166
H -2.78 -2.20 0.23 0.264
H -2.49 -1.34 1.78 0.201
H -1.28 0.70 1.78 0.336
H -0.50 1.29 0.21 0.285
H 0.55 -1.25 1.64 0.266
H 1.24 0.53 1.89 0.331
H 1.13 -1.03 -0.68 0.287
H 2.49 -0.82 0.35 0.388
H 0.75 1.52 -0.72 0.023
```

Values from the calculation:
SMILES: NC(=O)CCCS
Kohn-Sham gap in eV: 9.566


--- R ---
Here is the molecule C4H9NOS from OMol25. Energies are from ωB97M-V with the def2-TZVPD basis set.

```
16
Properties=species:S:1:pos:R:3:mulliken_charge:R:1
C 1.57 1.18 0.94 -0.770
N 1.39 0.03 0.01 -0.526
C 0.04 0.25 -0.60 0.218
C -0.98 0.13 0.55 -0.171
O -0.75 -0.38 1.65 -0.531
C -0.49 -1.02 -1.39 -0.863
S -2.36 -1.24 -1.29 -0.232
H 2.55 1.21 1.43 0.300
H 1.33 2.11 0.38 0.263
H 0.89 1.10 1.79 0.303
H 1.25 -0.79 0.61 0.332
H 0.03 1.16 -1.18 0.409
H -1.74 0.92 0.56 0.384
H -0.35 -0.94 -2.47 0.387
H -0.06 -1.90 -0.93 0.318
H -2.31 -1.82 -0.06 0.179
```

Values from the calculation:
SMILES: CN[C@H](C=O)CS
Kohn-Sham gap in eV: 9.763


Energies relative to the most stable structure are P 0.1321; Q 0.0000; R 0.0520, reported in hartree.


--- P ---
Here is the molecule C4H9NOS from OMol25. Energies are from ωB97M-V with the def2-TZVPD basis set.

```
16
Properties=species:S:1:pos:R:3:mulliken_charge:R:1
H -0.78 -1.07 -1.94 0.252
N -1.48 -0.53 -1.45 -0.865
C -1.28 -0.32 -0.21 0.439
O -2.27 0.38 0.30 -0.508
C -0.11 -0.83 0.60 0.426
C 0.08 0.07 1.77 -1.414
S 1.40 -0.97 -0.42 -0.058
C 1.77 0.65 -1.21 -0.802
H -2.80 0.53 -0.50 0.395
H -0.35 -1.83 1.01 0.193
H 1.00 -0.16 2.27 0.382
H 0.16 1.15 1.48 0.304
H -0.80 -0.04 2.43 0.370
H 2.77 0.66 -1.68 0.335
H 1.71 1.44 -0.48 0.263
H 1.00 0.89 -1.96 0.289
```

Values from the calculation:
SMILES: [H]/N=C(/O)[C@H](C)SC
Kohn-Sham gap in eV: 9.699


--- Q ---
Here is the molecule C4H9NOS from OMol25. Energies are from ωB97M-V with the def2-TZVPD basis set.

```
16
Properties=species:S:1:pos:R:3:mulliken_charge:R:1
C -1.32 0.31 -1.69 -0.855
N -0.84 -0.79 -0.79 -0.517
C 0.43 -0.32 -0.25 -0.032
C 0.90 -1.21 0.90 -0.539
S 1.72 -0.18 2.19 -0.143
C 0.11 0.78 0.95 -0.139
O -1.05 1.31 1.23 -0.620
H -2.38 0.26 -1.95 0.319
H -0.75 0.33 -2.71 0.255
H -1.24 1.24 -1.20 0.349
H -1.53 -0.66 0.06 0.370
H 1.17 0.07 -0.94 0.376
H 1.74 -1.93 0.41 0.321
H 0.09 -1.64 1.40 0.344
H 2.12 0.84 1.51 0.169
H 0.82 1.59 0.86 0.343
```

Values from the calculation:
Kohn-Sham gap in eV: 8.748


Energies relative to the most stable structure are P 0.0000; Q 0.1468, reported in hartree.